[1]
{"formula": "C5H4N", "method": "wB97M-V/def2-TZVPD", "e_lumo_ev": -6.33, "relative_energy_kcal_mol": 78.46, "homo_energy_ev": -14.8, "smiles": "C#C[NH+]=C=C=C", "total_charge": 1, "orbital_gap_ev": 8.50, "symbols": ["C", "C", "N", "C", "C", "C", "H", "H", "H", "H"], "coordinates": [[0.514, 1.070, 2.521], [-0.059, 0.511, 1.611], [-0.806, 0.085, 0.558], [-0.550, -0.999, -0.051], [-0.232, -1.323, -1.206], [0.369, -0.505, -2.015], [1.238, 1.314, 3.227], [-1.666, 0.474, 0.176], [1.352, -0.659, -2.138], [-0.160, 0.031, -2.682]], "forces_ev_per_angstrom": [[-1.0, -1.7, -2.2], [0.0, 1.7, 1.5], [-1.3, -0.7, 1.9], [0.7, 0.6, -0.1], [-0.7, -1.4, -0.1], [-0.2, -2.6, -0.3], [0.5, 0.7, 1.0], [0.0, 1.1, 0.9], [3.8, 0.2, -0.5], [-1.8, 2.2, -2.2]], "mulliken_charge": [-0.29, 0.05, -0.12, 0.13, 0.07, -0.22, 0.42, 0.34, 0.30, 0.31]}


[2]
{"formula": "C5H4N2", "method": "wB97M-V/def2-TZVPD", "e_lumo_ev": 0.06, "relative_energy_kcal_mol": 110.14, "homo_energy_ev": -9.4, "smiles": "[H]/N=N/C=C=CC#C", "orbital_gap_ev": 9.41, "symbols": ["H", "N", "N", "C", "C", "C", "C", "C", "H", "H", "H"], "coordinates": [[1.949, -2.539, -0.526], [1.277, -1.760, -0.526], [1.668, -0.971, -1.396], [0.842, 0.208, -1.529], [-0.240, 0.381, -0.814], [-1.268, 0.374, -0.004], [-1.168, 0.822, 1.355], [-1.076, 1.157, 2.505], [1.210, 0.925, -2.252], [-2.216, -0.030, -0.347], [-0.980, 1.433, 3.533]], "forces_ev_per_angstrom": [[-0.1, 0.0, 0.0], [0.3, 0.0, -0.2], [-0.1, -0.1, 0.2], [-0.2, 0.1, 0.1], [0.0, -0.1, 0.1], [0.2, 0.0, 0.0], [0.0, 0.1, 0.1], [0.0, 0.0, 0.0], [-0.1, 0.0, 0.1], [0.0, 0.1, 0.0], [0.0, 0.0, -0.2]], "mulliken_charge": [0.23, -0.47, -0.06, -0.47, 0.45, -0.70, -0.48, 0.43, 0.34, 0.31, 0.40]}


[3]
{"formula": "C5H4N2", "method": "wB97M-V/def2-TZVPD", "e_lumo_ev": [-0.35, -0.35], "relative_energy_kcal_mol": 158.33, "homo_energy_ev": [-8.4, -8.4], "orbital_gap_ev": [8.09, 8.09], "symbols": ["C", "C", "C", "C", "N", "N", "C", "H", "H", "H", "H"], "coordinates": [[2.708, -0.785, 0.171], [1.506, -0.712, 0.285], [0.071, 0.527, 0.321], [0.148, -0.710, 0.744], [-2.192, -0.150, -0.273], [-1.833, 0.909, -0.828], [-0.528, 1.371, -0.488], [3.693, -1.129, -0.012], [-0.258, -1.277, 1.577], [-3.132, -0.356, -0.611], [-0.186, 2.312, -0.887]], "forces_ev_per_angstrom": [[-0.2, -0.3, -0.1], [1.0, -1.8, 0.1], [-1.2, 0.4, 0.4], [1.0, 0.8, 0.5], [-0.4, 0.5, -0.5], [-0.3, -0.5, -0.3], [0.0, 0.2, 0.1], [0.3, 0.2, -0.2], [0.1, 0.3, -0.1], [-0.1, 0.1, -0.1], [-0.2, 0.1, 0.3]], "mulliken_charge": [0.17, -0.31, 0.60, -0.57, -0.43, -0.15, -0.67, 0.42, 0.32, 0.23, 0.39]}


[4]
{"formula": "C5H4N2", "method": "wB97M-V/def2-TZVPD", "e_lumo_ev": 0.27, "relative_energy_kcal_mol": 74.51, "homo_energy_ev": -8.8, "smiles": "C#Cc1ccn[nH]1", "orbital_gap_ev": 9.10, "symbols": ["C", "C", "C", "C", "C", "N", "N", "H", "H", "H", "H"], "coordinates": [[-2.480, 0.341, -0.248], [-1.477, 0.801, -0.733], [-0.122, 0.449, -0.412], [0.539, 0.615, 0.785], [1.615, -0.288, 0.699], [1.593, -0.997, -0.423], [0.516, -0.536, -1.077], [-3.075, -0.291, 0.364], [0.228, 1.246, 1.608], [2.440, -0.399, 1.390], [0.222, -0.941, -1.953]], "forces_ev_per_angstrom": [[-0.2, 0.1, -0.1], [-0.3, -0.8, 0.8], [0.4, -0.1, 0.0], [0.2, 0.2, -0.2], [0.3, 0.0, 0.0], [0.1, 0.2, 0.2], [0.1, 0.2, -0.3], [-0.9, 0.3, -0.2], [0.2, 0.0, -0.2], [-0.2, -0.2, 0.0], [0.2, 0.0, 0.2]], "mulliken_charge": [-0.16, -0.56, 0.47, -0.33, -0.32, -0.78, 0.29, 0.35, 0.36, 0.43, 0.25]}


[5]
{"formula": "C5H4N2", "method": "wB97M-V/def2-TZVPD", "e_lumo_ev": 0.56, "relative_energy_kcal_mol": 113.05, "homo_energy_ev": -9.4, "smiles": "C#C[C@H]1N[C@H]1C#N", "orbital_gap_ev": 9.93, "symbols": ["C", "C", "C", "N", "C", "C", "N", "H", "H", "H", "H"], "coordinates": [[-1.078, 0.161, 2.179], [-0.748, 0.079, 1.020], [-0.479, 0.267, -0.398], [0.453, 1.280, -0.719], [0.927, 0.029, -1.228], [0.981, -1.249, -0.550], [0.901, -2.374, -0.269], [-1.370, 0.222, 3.209], [-1.292, 0.010, -1.055], [0.913, 1.613, 0.117], [0.793, -0.035, -2.308]], "forces_ev_per_angstrom": [[0.2, -0.1, -0.7], [-0.1, -0.1, 0.3], [-0.9, 1.1, -0.2], [0.2, 0.3, 0.3], [-1.4, -1.3, 0.5], [1.7, -1.1, -0.2], [0.3, 0.9, 0.0], [0.1, -0.1, -0.3], [-0.3, 0.7, -0.1], [0.1, 0.1, 0.1], [0.1, -0.3, 0.3]], "mulliken_charge": [0.15, -0.79, 0.10, -0.47, -0.19, 0.29, -0.46, 0.40, 0.38, 0.32, 0.28]}


[6]
{"formula": "C5H4N2", "method": "wB97M-V/def2-TZVPD", "e_lumo_ev": 0.59, "relative_energy_kcal_mol": 73.79, "homo_energy_ev": -8.4, "orbital_gap_ev": 8.98, "symbols": ["C", "C", "C", "C", "C", "H", "H", "H", "H", "N", "N"], "coordinates": [[2.807, 0.149, 0.017], [1.638, -0.137, -0.100], [0.314, -0.098, -0.092], [-0.418, 1.070, -0.051], [-1.587, -0.679, 0.044], [3.838, 0.064, 0.444], [-0.375, 2.214, 0.017], [-2.606, 1.263, -0.080], [-2.389, -1.265, -0.237], [-1.741, 0.592, 0.098], [-0.400, -1.179, 0.037]], "forces_ev_per_angstrom": [[1.5, -1.2, 1.1], [5.8, 1.1, 0.2], [-0.9, 3.5, 0.4], [-2.0, 2.4, 0.6], [-3.0, -4.0, 0.0], [-1.5, 0.5, -1.1], [1.0, -2.2, -0.3], [2.5, -2.6, 0.6], [-1.9, -1.4, 0.3], [-0.1, 5.7, -1.2], [-1.3, -1.7, -0.6]], "mulliken_charge": [-0.37, -0.30, 0.78, -0.56, -0.21, 0.32, 0.30, 0.32, 0.41, -0.09, -0.59]}